Entry 1:
Density functional theory data (ωB97M-V/def2-TZVPD) for C43H62Cl2O2P3SSiTaTe as an isolated structure.

Positions of all 116 atoms, in Å:
C 2.190 3.112 -0.523
H -2.036 0.060 5.601
C -2.898 0.062 0.227
H -2.953 -4.025 1.694
H 1.460 -3.183 -2.376
H 0.783 2.627 3.722
H -3.410 5.121 1.070
Te 3.281 -0.453 -1.000
H 1.774 3.871 -2.488
C 3.784 1.808 2.130
H -1.777 -1.629 5.229
C -2.485 -2.735 -3.559
H 1.278 -4.361 -4.408
C -1.943 -4.136 2.085
O 3.367 -1.887 1.600
H -0.200 -0.193 3.919
H 2.374 2.315 4.403
H 2.629 -1.261 -3.321
Si -1.292 0.818 -0.400
H 3.016 -4.031 1.292
H -1.115 1.701 2.528
C -0.256 -3.219 3.714
C -2.470 3.327 0.372
C 2.497 -4.350 0.399
H 2.709 -0.516 4.400
C -5.313 -0.078 0.100
C -0.202 4.242 1.680
H 4.289 2.175 1.235
C -5.329 -0.915 1.208
S 2.707 1.113 -4.030
H -6.268 -1.298 1.584
H 3.713 2.647 -5.627
C -1.754 -2.818 -2.215
H 5.792 2.952 -4.056
H 1.448 0.999 3.675
C 2.373 2.378 2.262
C -2.782 -2.751 -1.113
H 0.450 4.107 -1.344
H 3.583 4.295 0.710
H 3.804 0.721 2.086
H 2.638 -2.563 -4.476
H 2.470 3.466 2.224
H -4.169 -1.937 2.679
C -1.759 2.130 -4.328
H 0.595 -3.492 3.089
H -6.240 0.187 -0.391
C 1.988 -1.860 -3.953
H 2.259 -2.216 4.347
H -1.252 -3.782 -2.125
Cl 0.970 -3.285 0.332
H 4.377 2.118 2.991
H -1.395 5.924 2.258
C -1.308 2.555 0.330
H -0.351 -4.388 -3.780
H 0.077 -3.288 -5.090
C -2.927 -0.785 1.341
H 3.013 2.508 -0.893
H 2.065 -5.342 0.458
H -3.464 -1.917 -1.246
H -1.953 -4.983 2.773
C 2.772 4.427 -0.004
C 1.697 2.052 3.588
C -1.367 4.990 1.711
H 1.548 -1.208 -4.704
C -1.253 -0.182 3.630
C 3.633 0.846 -2.611
C -0.824 -0.162 -3.062
C 3.867 2.191 -4.661
C 4.937 2.332 -3.830
P 1.343 2.071 0.759
C -0.860 -0.093 -4.455
H 3.185 4.965 -0.860
C -4.106 0.406 -0.383
H -2.738 1.293 3.068
C 2.918 -1.464 3.909
H -1.840 -2.787 -4.430
H -1.283 -4.399 1.263
C 0.942 -2.657 -3.181
H -3.155 -0.757 4.531
Cl 3.510 -4.193 -0.991
C 1.226 3.410 -1.667
Ta 0.892 -0.589 0.191
C 0.424 -3.731 -4.156
P -1.325 -1.223 2.070
C -4.140 -1.269 1.827
H 2.009 5.070 0.436
C 4.811 1.547 -2.657
H 3.949 -1.759 4.076
H -1.341 1.100 -6.165
C -1.281 0.916 -2.286
C -1.498 -2.907 2.874
H -2.115 3.026 -4.820
H 0.739 2.518 -2.054
H -3.371 -3.670 -1.133
C -0.172 3.033 0.986
H -3.195 -3.562 -3.621
H -0.542 -0.934 -5.056
C -1.742 2.060 -2.945
H 0.669 4.605 2.210
C 2.650 -1.386 2.440
H -2.320 -2.669 -0.141
C -1.680 1.250 3.334
H -1.537 1.861 4.227
H -0.469 -4.069 4.363
H 5.564 1.502 -1.882
P -0.299 -1.650 -2.166
H 0.042 -2.387 4.349
H -4.110 1.034 -1.269
O 1.522 -0.750 2.085
C -1.321 1.050 -5.085
C -2.499 4.538 1.046
H -2.075 2.916 -2.370
H -3.052 -1.805 -3.613
C -2.100 -0.683 4.805
H -3.380 2.976 -0.100
H -2.311 -2.706 3.574

- relative energy (zero: lowest compared OMol25 entry of this formula, charge and spin) (kJ/mol) = 0.0
- total charge = +2
- HOMO-LUMO gap (eV) = 6.202
- maximum force (eV/Å) = 0.92

***

Entry 2:
Density functional theory data (ωB97M-V/def2-TZVPD) for C43H64BCuN6O2S2 as an isolated structure.

Positions of all 119 atoms, in Å:
C 4.277 -1.982 0.529
H 2.929 -4.058 1.161
C 0.564 -6.245 -1.188
N -2.154 1.781 0.683
C 4.182 2.190 0.610
H 1.186 0.812 5.261
H 1.013 -4.139 -1.259
C 3.222 -1.944 1.641
H -0.593 -1.595 4.782
H -3.280 -3.170 2.516
C 0.867 -2.522 -4.338
C 0.020 2.477 4.479
C -0.214 3.958 4.792
H -4.176 -0.785 5.719
C -3.255 2.498 0.372
C -0.064 -7.099 0.974
C 0.161 -7.301 -0.380
C 2.893 -1.804 -5.427
H -4.067 3.087 -1.592
C -2.358 -2.116 0.789
C 2.752 4.119 -0.146
H 0.317 1.366 -2.536
H -5.237 2.945 0.808
H -1.721 -1.515 6.145
H -1.876 -2.804 4.941
C -2.603 -3.005 -0.399
H -5.221 3.252 3.169
H 0.020 -8.284 -0.809
H 4.274 -0.693 -4.195
C -1.631 -1.750 5.084
N -0.094 1.603 2.113
C -2.573 -0.866 4.259
H -4.146 -4.242 0.513
C 1.767 2.300 1.229
H 0.721 4.515 4.725
C -2.398 -1.167 2.801
C 0.515 -4.794 0.713
N -1.523 1.422 -0.464
C 2.505 -3.290 1.807
H 0.607 1.943 6.495
H 4.947 -2.826 0.710
H -3.085 4.990 1.519
B -1.583 1.204 2.013
N -1.817 -0.335 1.914
H 4.449 -2.452 -1.587
H -0.048 -5.679 2.589
C -4.269 3.192 1.251
H -4.755 -2.770 -0.265
C 1.669 -2.457 -5.470
H -1.910 -3.848 -0.360
H -2.475 -2.934 -2.559
H 4.495 2.752 1.491
H -1.364 -1.832 -1.724
C -4.033 -1.067 4.676
H 3.483 4.347 -0.923
H -4.125 5.037 0.089
C 0.536 2.299 3.083
H 1.766 4.425 -0.499
C -2.368 -2.257 -1.711
H 2.849 -2.821 -0.893
C 2.779 2.621 0.174
C -4.328 2.809 2.729
N 0.670 1.589 0.986
H 2.493 2.074 -0.724
H 4.902 2.373 -0.189
S 0.703 -3.134 1.405
C -1.601 3.153 -3.548
H -3.461 3.199 3.262
H 3.707 -1.665 2.576
H -0.820 3.700 -3.017
H 2.493 -1.163 1.408
C 0.734 -4.983 -0.642
O 0.666 -2.188 0.243
H -2.596 1.255 -3.468
H 0.731 -6.401 -2.246
C 0.118 -5.841 1.530
H 2.470 3.357 3.055
H -0.392 -7.922 1.595
S 3.065 -0.551 -1.574
C 2.516 -1.288 -3.125
H -1.316 3.068 -4.597
H -4.829 5.240 1.697
H -0.605 4.068 5.804
H -3.083 -1.438 -1.818
H 4.201 1.128 0.860
O 1.829 -0.181 -0.819
H -0.085 -3.037 -4.370
H 1.959 2.392 5.449
C -2.758 -2.316 2.117
C -0.515 0.925 -3.093
H -2.301 0.175 4.432
H 0.683 -1.946 -2.261
H -2.158 1.638 2.943
H 3.515 -1.750 -6.311
C 3.325 -1.214 -4.248
C 1.005 1.865 5.482
C -4.023 -3.575 -0.340
H 2.998 4.709 0.738
H -2.521 3.733 -3.489
H -0.231 0.866 -4.143
H -4.373 1.729 2.865
C -1.784 1.759 -2.935
H -0.678 -0.092 -2.726
H -0.928 4.399 4.095
C 1.730 2.754 2.555
H -4.694 -0.457 4.060
C -3.306 2.590 -1.013
C 1.290 -1.931 -3.159
H 2.537 -3.650 2.836
H 4.888 -1.077 0.580
Cu -0.158 0.064 -0.161
H -4.232 -4.147 -1.245
C -4.065 4.711 1.126
H 1.336 -2.910 -6.394
H -4.325 -2.112 4.558
H -0.930 1.949 4.571
C 3.690 -2.129 -0.872
C -2.202 1.890 -1.501
N -1.778 -0.923 0.688

- multiplicity = 2
- relative energy (zero: lowest compared OMol25 entry of this formula, charge and spin) (kJ/mol) = 88.1
- total charge = +1
- HOMO-LUMO gap (alpha / beta) (eV) = 9.301 / 7.328
- maximum force (eV/Å) = 0.96